1:
Entry from the OMol25 dataset: a cluster of 2 separate species, CH4NO2S in total (ωB97M-V with the def2-TZVPD basis set).

ORCA input file:
```
! wB97M-V def2-TZVPD RIJCOSX def2/J DEFGRID3
* xyz -1 1
C -0.858 -0.757 0.719
N 1.855 1.529 0.353
O -0.668 0.670 -1.677
O 0.982 -1.143 -1.270
S 0.257 0.040 -0.710
H -0.392 -1.720 0.588
H -0.703 -0.333 1.672
H -1.903 -0.720 0.522
H 1.431 2.434 -0.198
*
```

Properties
LUMO level (alpha / beta) in eV: 4.170 / 4.099
Orbital gap (alpha / beta) in eV: 7.68 / 7.62

Here are the natural (NBO) charges for atoms 1 to 2, given in e: -0.819 -0.863

2:
Entry from the OMol25 dataset: a cluster of 2 separate species, CH4NO2S in total (ωB97M-V with the def2-TZVPD basis set).

ORCA input file:
```
! wB97M-V def2-TZVPD RIJCOSX def2/J DEFGRID3
* xyz -1 1
C -0.138 1.052 -0.592
N 1.939 -1.837 0.523
O -1.512 -1.134 -0.862
O -1.000 -0.292 1.446
S -0.523 -0.710 0.130
H -0.968 1.275 -1.331
H -0.195 1.816 0.352
H 0.768 1.199 -1.043
H 1.628 -1.369 1.378
*
```

Properties
LUMO level (alpha / beta) in eV: 3.615 / 3.565
Orbital gap (alpha / beta) in eV: 6.98 / 6.89

Here are the natural (NBO) charges for atoms 1 to 2, given in e: -0.857 -0.551

Quick one: least stable of them? 2

1:
Entry from the OMol25 dataset: a cluster of 2 separate species, C2H4INO in total (ωB97M-V with the def2-TZVPD basis set).

ORCA input file:
```
! wB97M-V def2-TZVPD RIJCOSX def2/J DEFGRID3
* xyz 0 1
C -0.845 -0.714 -0.595
C -0.799 0.633 -0.065
N 1.418 0.614 1.064
O -1.589 -1.613 -0.283
I 2.724 0.110 -0.265
H 0.010 -0.902 -1.470
H -0.630 1.341 -0.850
H -1.346 0.793 0.886
H 1.057 -0.262 1.578
*
```

Properties
LUMO level in eV: -2.164
Orbital gap in eV: 6.58

Here are the natural (NBO) charges for atoms 1 to 2, given in e: 0.332 -0.266

2:
Entry from the OMol25 dataset: a cluster of 2 separate species, C2H4INO in total (ωB97M-V with the def2-TZVPD basis set).

ORCA input file:
```
! wB97M-V def2-TZVPD RIJCOSX def2/J DEFGRID3
* xyz 0 1
C -0.776 -0.481 -0.176
C 0.185 0.590 -0.406
N 0.172 -2.317 0.383
O 0.197 1.705 0.403
I -2.696 0.007 0.062
H -0.006 0.803 -1.468
H 1.224 0.078 -0.428
H 1.108 -1.950 0.375
H 0.592 1.565 1.256
*
```

Properties
LUMO level (alpha / beta) in eV: -1.667 / -1.653
Orbital gap (alpha / beta) in eV: 6.81 / 6.87

Here are the natural (NBO) charges for atoms 1 to 2, given in e: -0.018 -0.256

3:
Entry from the OMol25 dataset: a cluster of 2 separate species, C2H4INO in total (ωB97M-V with the def2-TZVPD basis set).

ORCA input file:
```
! wB97M-V def2-TZVPD RIJCOSX def2/J DEFGRID3
* xyz 0 1
C -0.505 0.969 1.686
O -0.057 0.698 0.372
C -0.290 -0.053 -0.640
N -0.322 -0.730 -1.602
H -0.333 2.010 1.964
H 0.143 0.558 2.408
H -1.594 0.788 1.873
I 2.082 -1.475 -3.179
H 0.876 -2.764 -2.883
*
```

Properties
SMILES: COC#N.I
LUMO level in eV: 0.457
Orbital gap in eV: 9.38

Here are the natural (NBO) charges for atoms 1 to 2, given in e: -0.233 -0.503

Quick one: least stable of them? 2

1:
Entry from the OMol25 dataset: a structure of composition C2H4INO (ωB97M-V with the def2-TZVPD basis set).

ORCA input file:
```
! wB97M-V def2-TZVPD RIJCOSX def2/J DEFGRID3
* xyz 0 1
C -0.852 0.657 -0.139
C 0.860 -1.027 -0.101
N -0.169 1.374 0.615
O -0.395 -0.663 -0.617
I -2.802 0.635 -0.808
H 1.166 -2.059 -0.497
H 0.979 -0.860 0.971
H 1.734 -0.284 -0.468
H -0.521 2.227 1.044
*
```

Properties
LUMO level in eV: 0.473
Orbital gap in eV: 10.38

Here are the natural (NBO) charges for atoms 1 to 2, given in e: 0.402 -0.280

2:
Entry from the OMol25 dataset: the molecule C2H4INO (ωB97M-V with the def2-TZVPD basis set).

ORCA input file:
```
! wB97M-V def2-TZVPD RIJCOSX def2/J DEFGRID3
* xyz 0 1
H -0.766 2.541 0.370
N -0.202 1.838 0.105
C -0.466 0.604 -0.001
I -2.516 -0.204 -0.006
C 0.755 -0.323 -0.159
O 0.677 -1.690 0.351
H 1.607 -0.015 0.576
H 0.947 -0.496 -1.167
H -0.036 -2.253 -0.069
*
```

Properties
SMILES: [H]/N=C(\I)CO
LUMO level in eV: 0.154
Orbital gap in eV: 9.84

Here are the natural (NBO) charges for atoms 1 to 2, given in e: 0.369 -0.620

Quick one: least stable of them? 2

1:
Entry from the OMol25 dataset: the ion C5H7N2 with charge +1 (ωB97M-V with the def2-TZVPD basis set).

ORCA input file:
```
! wB97M-V def2-TZVPD RIJCOSX def2/J DEFGRID3
* xyz 1 1
C 0.724 2.550 0.041
C 0.420 1.459 -0.701
C 0.141 0.173 0.017
C -0.036 -1.054 -0.548
C -0.639 -2.233 -0.072
N 0.007 0.184 1.411
N -0.170 0.339 2.491
H 0.750 3.565 -0.192
H 1.040 2.543 1.057
H 0.095 1.310 -1.694
H 0.177 -1.155 -1.690
H 0.030 -3.161 -0.424
H -1.031 -2.111 0.886
H -1.508 -2.410 -0.581
*
```

Properties
SMILES: C=C/C(=C/C)[N+]#N
LUMO level in eV: -5.746
Orbital gap in eV: 8.37

Here are the natural (NBO) charges for atoms 1 to 2, given in e: -0.300 -0.214

2:
Entry from the OMol25 dataset: the ion C5H7N2 with charge +1 (ωB97M-V with the def2-TZVPD basis set).

ORCA input file:
```
! wB97M-V def2-TZVPD RIJCOSX def2/J DEFGRID3
* xyz 1 1
H 1.177 -2.592 0.957
N 1.319 -1.651 1.373
N 1.289 -0.801 0.551
C 0.728 -0.663 -0.710
C 1.052 0.533 0.235
C -0.164 1.136 0.880
C -1.250 1.068 0.198
C -2.062 0.682 -0.767
H -0.299 -0.892 -0.596
H 1.216 -0.613 -1.615
H 1.913 1.213 0.147
H -0.127 1.662 1.848
H -2.544 -0.258 -0.823
H -2.248 1.177 -1.680
*
```

Properties
SMILES: [H]/N=[N+]1\C[C@H]1C=C=C
LUMO level in eV: -5.917
Orbital gap in eV: 8.64

Here are the natural (NBO) charges for atoms 1 to 2, given in e: 0.368 -0.081

Quick one: least stable of them? 2

1:
Entry from the OMol25 dataset: the ion C5H7N2 with charge +1 (ωB97M-V with the def2-TZVPD basis set).

ORCA input file:
```
! wB97M-V def2-TZVPD RIJCOSX def2/J DEFGRID3
* xyz 1 1
C -0.683 0.586 -1.342
C 0.477 0.175 -0.571
C 1.742 -0.491 -0.964
C 2.055 -0.994 0.212
N 1.387 -0.687 1.268
N 0.304 -0.214 0.870
C -0.827 -0.034 1.621
H -0.623 0.769 -2.482
H -1.065 1.614 -1.131
H -1.509 0.023 -1.217
H 2.113 -0.662 -1.971
H -1.214 0.974 1.637
H -1.644 -0.803 1.405
H -0.513 -0.257 2.665
*
```

Properties
SMILES: Cc1cc#[n+]n1C
LUMO level (alpha / beta) in eV: -7.955 / -6.527
Orbital gap (alpha / beta) in eV: 7.19 / 8.54

Here are the natural (NBO) charges for atoms 1 to 2, given in e: -0.752 0.372

2:
Entry from the OMol25 dataset: a structure of composition C5H7N2 (ωB97M-V with the def2-TZVPD basis set).

ORCA input file:
```
! wB97M-V def2-TZVPD RIJCOSX def2/J DEFGRID3
* xyz 1 1
C 0.556 0.774 2.315
C 0.917 1.749 -2.195
C -0.404 -0.744 0.044
C 0.352 0.799 -1.532
C -1.195 -1.990 0.072
N -0.130 -0.281 -1.068
N 0.693 0.486 1.121
H 0.269 0.170 3.195
H 1.493 2.531 -1.702
H 0.929 1.732 -3.257
H 0.759 1.753 2.766
H -1.003 -2.581 -0.837
H -2.233 -1.741 0.189
H -1.004 -2.657 0.889
*
```

Properties
LUMO level (alpha / beta) in eV: -5.410 / -5.410
Orbital gap (alpha / beta) in eV: 8.71 / 8.71

Here are the natural (NBO) charges for atoms 1 to 2, given in e: -0.063 -0.445

Quick one: least stable of them? 1

1:
Entry from the OMol25 dataset: the molecule C23H27N3O5 (ωB97M-V with the def2-TZVPD basis set).

ORCA input file:
```
! wB97M-V def2-TZVPD RIJCOSX def2/J DEFGRID3
* xyz 0 1
C 6.573 2.625 -0.837
O 5.284 3.137 -0.587
C 4.264 2.175 -0.590
C 4.285 1.253 0.645
N 3.096 0.428 0.684
C 1.980 0.904 1.310
C 0.814 0.210 1.367
C -0.380 0.763 2.086
O -0.451 0.770 3.300
N -1.355 1.265 1.294
C -1.329 1.334 -0.146
C -2.494 0.543 -0.740
C -3.827 1.072 -0.172
C -3.789 1.038 1.357
C -2.569 1.794 1.877
O -4.919 0.301 -0.628
C -5.379 0.874 -1.831
C -4.834 2.318 -1.803
O -4.078 2.392 -0.615
C 0.802 -1.078 0.774
C -0.177 -2.110 0.681
C -1.468 -2.269 1.181
C -2.146 -3.431 0.892
C -1.558 -4.440 0.123
C -0.273 -4.322 -0.360
C 0.422 -3.150 -0.074
N 1.696 -2.789 -0.412
C 2.619 -3.601 -1.155
C 1.940 -1.543 0.105
C 3.156 -0.785 0.008
O 4.179 -1.115 -0.587
H 6.581 2.000 -1.737
H 7.218 3.489 -0.989
H 6.952 2.038 0.006
H 3.329 2.743 -0.600
H 4.315 1.553 -1.496
H 4.347 1.856 1.552
H 5.144 0.580 0.586
H 2.076 1.879 1.761
H -0.380 0.949 -0.520
H -1.431 2.386 -0.444
H -2.491 0.645 -1.826
H -2.409 -0.515 -0.488
H -3.765 -0.006 1.666
H -4.701 1.495 1.740
H -2.485 1.697 2.961
H -2.664 2.852 1.610
H -6.469 0.831 -1.827
H -4.997 0.318 -2.695
H -4.204 2.528 -2.676
H -5.627 3.068 -1.744
H -1.908 -1.504 1.802
H -3.149 -3.575 1.266
H -2.122 -5.337 -0.084
H 0.181 -5.114 -0.936
H 2.812 -4.537 -0.626
H 3.550 -3.050 -1.267
H 2.211 -3.831 -2.142
*
```

Properties
SMILES: COCCn1cc(C(=O)N2CCC3(CC2)OCCO3)c2c3ccccc3n(C)c2c1=O
LUMO level in eV: 0.429
Orbital gap in eV: 8.12

Here are the natural (NBO) charges for atoms 1 to 2, given in e: -0.252 -0.531

2:
Entry from the OMol25 dataset: the molecule C23H27N3O5 (ωB97M-V with the def2-TZVPD basis set).

ORCA input file:
```
! wB97M-V def2-TZVPD RIJCOSX def2/J DEFGRID3
* xyz 0 1
O -1.564 1.781 -3.610
C -0.888 1.931 -2.611
N 0.294 2.596 -2.617
C 0.876 3.112 -3.833
C 1.994 2.223 -4.387
C 3.234 2.224 -3.492
N 4.218 1.251 -3.934
C 5.181 0.927 -2.894
C 6.104 -0.184 -3.396
O 6.787 0.203 -4.563
C 5.869 0.546 -5.574
C 4.935 1.670 -5.126
C -1.304 1.400 -1.280
C -2.109 0.263 -1.260
C -2.533 -0.276 -0.065
C -2.172 0.322 1.142
N -2.629 -0.267 2.323
C -2.410 0.106 3.602
O -1.743 1.045 3.978
C -3.101 -0.811 4.620
C -2.064 -1.367 5.604
O -2.692 -2.127 6.606
C -3.633 -2.997 6.121
C -4.089 -4.014 6.953
C -5.018 -4.927 6.494
C -5.495 -4.841 5.195
C -5.065 -3.823 4.366
C -4.144 -2.892 4.826
O -3.768 -1.875 3.972
C -1.389 1.473 1.129
C -0.961 2.002 -0.074
H 0.865 2.591 -1.789
H 1.258 4.121 -3.646
H 0.062 3.164 -4.560
H 2.250 2.587 -5.382
H 1.629 1.200 -4.482
H 3.660 3.243 -3.444
H 2.939 1.936 -2.479
H 4.646 0.577 -2.009
H 5.791 1.806 -2.617
H 6.869 -0.414 -2.653
H 5.503 -1.083 -3.596
H 6.462 0.856 -6.435
H 5.264 -0.334 -5.841
H 4.222 1.878 -5.924
H 5.531 2.582 -4.935
H -2.393 -0.183 -2.200
H -3.152 -1.162 -0.058
H -3.213 -1.088 2.206
H -3.825 -0.206 5.189
H -1.349 -1.990 5.048
H -1.534 -0.552 6.099
H -3.692 -4.066 7.954
H -5.363 -5.712 7.148
H -6.211 -5.561 4.830
H -5.435 -3.726 3.358
H -1.127 1.948 2.060
H -0.380 2.912 -0.060
*
```

Properties
SMILES: O=C(NCCCN1CCOCC1)c1ccc(NC(=O)[C@@H]2COc3ccccc3O2)cc1
LUMO level in eV: 0.555
Orbital gap in eV: 9.30

Here are the natural (NBO) charges for atoms 1 to 2, given in e: -0.623 0.668

Quick one: least stable of them? 2